62
Properties=species:S:1:pos:R:3:mulliken_charge:R:1 method="wB97M-V/def2-TZVPD" relative_energy_kcal_mol=0.0 multiplicity=4 total_charge=0 homo_ev="-7.11 / -7.15" s_squared=3.859
Cr 1.184 1.439 -0.169 0.17
C -0.533 1.445 -2.927 0.76
C 1.814 -3.904 -0.920 0.27
C 4.864 1.891 1.952 1.03
H -2.363 1.604 -5.755 0.40
H -6.089 2.498 2.517 0.39
C -1.458 -2.010 -1.133 -0.51
C 2.616 -3.449 1.300 0.04
C 2.209 -4.377 0.359 0.57
C -1.719 -3.341 -0.970 -0.53
H -5.841 0.078 1.803 0.39
H 3.112 1.388 4.466 0.22
C 2.121 -1.516 -0.207 0.53
H -2.315 3.385 0.762 -0.11
F 1.404 -4.769 -1.884 -0.37
H 3.426 3.123 -0.194 0.35
H -1.709 -3.955 -1.872 0.41
H -0.202 2.192 -4.955 0.39
C -3.157 0.942 -3.877 -0.92
H 6.708 1.152 1.044 0.28
H -2.432 -4.884 0.218 0.40
H -3.513 0.158 -1.879 0.40
F 1.377 -2.172 -2.427 -0.43
C -5.104 0.828 1.544 -0.77
C -1.631 -1.744 1.266 -0.28
F 3.159 -1.257 2.004 -0.28
H 3.910 1.600 -0.551 0.33
C -3.100 2.664 1.012 -0.04
As -1.216 0.712 -0.167 1.10
H -4.209 0.820 -4.197 0.34
H 5.932 2.503 0.177 0.31
C -2.191 1.444 -4.718 -0.50
F 3.236 -3.870 2.409 -0.33
C 1.777 -2.528 -1.184 0.26
H -1.452 -1.136 2.173 0.35
H -1.190 -1.611 -2.086 0.44
I 0.282 3.970 -0.126 -0.24
C 2.695 1.573 2.387 0.19
C 6.128 2.078 1.193 -1.24
C 2.556 -2.075 1.078 0.03
C -2.951 1.325 0.604 0.51
C -2.058 -3.865 0.233 -0.61
H -3.876 -0.551 0.531 0.43
C -2.831 0.668 -2.545 0.38
C -1.556 0.911 -2.036 -0.69
C -1.951 -3.096 1.385 -0.63
N 3.450 1.471 3.516 0.26
H -2.184 -3.540 2.385 0.38
N 4.810 1.613 3.217 -0.75
C -0.908 1.709 -4.272 -0.84
C -4.241 3.060 1.692 -0.73
H 6.764 2.763 1.699 0.38
S 1.077 1.276 2.298 -0.50
N 3.268 2.164 0.038 -0.87
C -3.961 0.433 0.925 -0.17
O 2.224 -0.277 -0.504 -0.52
N 3.592 1.909 1.396 0.66
F 2.188 -5.689 0.628 -0.33
S 1.111 1.739 -2.504 -0.47
C -1.481 -1.192 -0.006 0.37
H -4.328 4.115 1.902 0.40
C -5.244 2.162 1.952 -0.47

71
Properties=species:S:1:pos:R:3:mulliken_charge:R:1 method="wB97M-V/def2-TZVPD" relative_energy_kcal_mol=39.0 total_charge=-2 homo_ev=-1.77
C -0.434 5.147 -2.598 -0.44
H -1.721 6.700 0.693 0.39
H -3.522 -3.486 -0.823 0.38
C 2.225 -2.272 0.629 0.12
C 0.811 -3.342 6.167 0.36
C 0.009 2.078 -3.027 0.65
S -4.526 0.759 -1.107 -0.63
O -1.324 -3.264 -2.301 -0.67
O 1.919 0.710 -0.603 0.02
N 2.978 -2.897 1.498 -0.98
H -3.350 -2.029 0.221 0.26
P 0.239 2.706 -1.330 1.05
H -0.882 7.041 -3.496 0.38
N 1.416 -1.690 -1.516 0.89
H 2.876 -2.732 3.545 0.31
C -3.274 -2.428 -0.788 -0.90
C -0.553 0.842 -5.472 -0.36
C -0.278 -3.760 5.379 -0.10
S -1.821 -0.075 1.759 -0.27
C -1.317 -4.387 7.514 0.02
C 0.854 -3.430 7.542 -0.26
H -0.771 0.353 -6.413 0.34
C -0.438 4.395 -1.426 0.27
H 1.955 -3.115 -4.488 0.41
C -1.342 -4.288 6.138 0.37
C 2.899 -3.538 -1.425 -0.51
C -0.217 -3.958 8.236 0.70
F 1.907 -2.815 5.564 -0.35
C 2.037 -2.938 -3.423 -0.62
C -0.879 6.461 -2.581 -0.62
C 2.038 3.008 -1.166 -1.01
F 1.938 -3.006 8.223 -0.33
H -0.094 4.701 -3.525 0.36
C 1.318 -1.921 -2.820 -0.74
C -1.328 7.026 -1.394 -0.43
C 0.753 0.920 -5.014 -0.63
C 1.664 -1.413 2.473 -0.82
O -0.758 -2.327 -0.083 -0.31
O 3.790 1.807 -0.061 -0.73
H 1.562 0.496 -5.598 0.41
H 1.177 -0.849 3.248 0.52
S -1.601 -2.268 -1.301 1.13
C 2.196 -2.509 -0.810 0.20
H -2.612 1.289 -5.032 0.40
H -3.892 -1.822 -1.449 0.20
S -0.243 1.258 1.954 -0.42
N 2.833 -3.751 -2.732 -0.68
F -2.443 -4.735 5.516 -0.33
H -0.955 4.356 0.658 0.48
C -0.895 4.962 -0.239 -0.58
C -1.307 1.990 -3.498 -0.54
H 2.533 3.204 -2.120 0.46
C -1.338 6.278 -0.226 -0.64
H 3.518 -4.196 -0.830 0.50
H -1.687 8.049 -1.385 0.35
N 1.416 -1.326 1.186 0.95
C 2.668 1.767 -0.526 0.17
O -1.404 -0.857 -1.787 -0.37
As -2.846 1.554 -0.084 0.41
H 0.648 -1.288 -3.385 0.75
F -2.367 -4.910 8.179 -0.32
F -0.193 -4.054 9.582 -0.34
C 1.033 1.522 -3.792 -0.57
C -1.584 1.374 -4.706 -0.80
N 2.618 -2.322 2.661 0.39
H 2.208 3.879 -0.533 0.53
S -3.428 3.175 1.149 -0.53
H -2.125 2.375 -2.899 0.42
Zr -0.054 -0.089 -0.145 0.51
S -0.290 -3.636 3.673 -0.38
H 2.055 1.537 -3.433 0.14

77
Properties=species:S:1:pos:R:3:mulliken_charge:R:1 method="wB97M-V/def2-TZVPD" relative_energy_kcal_mol=56.9 total_charge=-2 homo_ev=-3.40
H -2.375 -2.065 1.695 0.45
H -4.220 -2.746 -2.039 0.35
C -5.090 2.259 0.747 -0.70
F -2.264 -2.460 -4.090 -0.14
C -2.583 -1.699 -1.097 0.46
H 3.135 -2.267 -2.373 0.48
O 1.020 3.318 0.336 -0.63
H -3.539 3.138 1.974 0.39
C -0.023 -3.598 3.323 -0.25
C -1.916 2.095 -4.252 0.51
I -1.041 1.386 1.973 0.06
H -1.868 -2.432 -1.450 0.40
N 2.211 -0.172 2.157 0.59
C 3.222 4.478 -4.272 -0.59
H -5.817 3.025 0.987 0.37
H 2.683 -3.546 2.888 -0.20
C 1.552 3.595 -2.221 -0.37
N 2.698 -1.335 2.634 -0.51
C -1.383 -3.430 3.169 -1.36
H 3.876 4.805 -5.072 0.36
H 4.746 0.785 4.015 0.38
H 4.374 2.713 -3.838 0.52
C -2.864 1.392 0.969 0.33
C 2.912 -2.114 -0.142 -0.82
N 1.745 -4.024 0.171 -1.17
N -0.291 -2.100 1.719 1.06
C 3.760 -1.102 3.431 -0.23
N 2.328 -2.942 0.701 0.72
C -3.792 2.337 1.292 -0.62
S 3.187 1.269 -1.842 1.66
H -2.177 -3.924 3.703 0.40
S 0.054 -0.982 -4.032 0.34
H 2.812 1.811 2.334 0.49
C -3.131 0.328 0.060 0.21
C -4.478 0.209 -0.384 1.03
O 1.137 -2.594 -1.669 0.13
H 1.639 -4.646 -1.857 0.41
O -1.444 1.527 -6.739 -0.72
C 2.102 5.214 -3.932 -0.55
S -1.620 0.779 -5.524 0.96
C -1.490 -2.486 2.142 -0.40
C -5.429 1.204 -0.047 -1.01
N -0.237 0.119 -5.144 -0.53
H -6.436 1.107 -0.438 0.36
C 3.972 0.258 3.485 -1.21
C 2.977 0.791 2.649 -0.27
F -0.425 -3.575 -4.157 -0.26
S 0.353 3.198 -0.938 1.70
O -0.087 1.803 -1.269 -0.47
Bi 0.156 -0.318 -0.444 2.18
O 3.127 1.418 -0.398 -0.60
O 4.523 1.031 -2.357 -0.87
N 0.607 -2.789 2.461 -0.55
H 3.464 -1.244 0.177 0.56
F -0.825 2.830 -4.056 -0.11
H 0.378 5.311 -2.651 0.55
C 1.796 -3.809 -1.192 -0.59
O -0.750 4.108 -1.142 -0.83
C -3.935 -1.877 -1.458 -0.95
O -0.620 -0.654 -2.724 -0.61
H -5.880 -1.003 -1.486 0.28
C -1.031 -2.445 -4.582 0.47
H 0.547 -4.239 3.974 0.39
C 1.274 4.767 -2.914 -0.60
F -2.888 2.907 -4.713 -0.28
C -4.853 -0.919 -1.150 -0.99
C 2.688 2.848 -2.562 -0.34
H 1.856 6.126 -4.462 0.36
C 2.589 -2.552 -1.488 -0.16
B 2.127 -2.700 2.236 0.36
F -1.098 -2.526 -5.916 -0.25
C -2.152 -0.609 -0.387 -0.15
F -2.325 1.591 -3.097 -0.11
O 2.191 0.318 -2.332 -0.48
H 4.285 -1.924 3.888 0.42
C 3.504 3.305 -3.590 -0.60
O -2.769 -0.080 -5.407 -0.65

61
Properties=species:S:1:pos:R:3:mulliken_charge:R:1 method="wB97M-V/def2-TZVPD" relative_energy_kcal_mol=4.4 multiplicity=4 total_charge=-1 homo_ev="-4.72 / -5.25" s_squared=3.758
C -4.563 3.762 -1.768 -0.21
C 2.123 -1.652 -1.244 0.60
H -2.435 4.264 -2.851 0.22
C 1.971 -1.071 -4.908 -0.44
V -0.136 0.894 0.182 1.03
C 3.722 -2.519 0.335 -0.67
H 1.181 -2.693 2.723 0.42
N -4.732 1.186 0.559 -0.79
H 4.211 0.527 -2.937 0.27
C -3.309 3.033 2.676 -0.09
C -2.308 2.882 -1.337 0.62
H -0.865 3.632 -2.511 0.25
H -2.740 -1.196 3.469 0.56
C 2.757 -1.255 -6.038 -0.55
O -1.467 0.022 1.707 -1.10
N -2.102 2.554 2.350 0.26
C -0.751 -1.846 3.020 0.20
H 1.467 -4.894 -0.515 0.39
Se 1.960 1.594 -1.275 -0.57
C -2.130 -2.886 4.664 -0.12
C -3.713 2.849 -1.107 0.34
C 4.071 -0.810 -6.049 -0.41
O -1.499 2.122 -0.770 -0.25
C 0.063 -3.740 4.248 -0.63
C 3.240 -1.471 -0.435 -0.22
C 1.974 -3.937 -0.498 -0.60
H 4.684 -0.951 -6.930 0.35
H 0.845 -4.459 4.460 0.40
H 3.704 -0.495 -0.379 0.31
H 0.939 -1.404 -4.890 0.28
N -5.216 4.546 -2.315 -0.61
P 1.486 -0.270 -2.277 0.29
C -4.263 1.917 -0.207 0.18
H 5.619 0.184 -4.941 0.38
C -1.959 -1.905 3.705 -0.36
C 2.498 -0.443 -3.787 0.85
H -2.001 1.569 2.083 0.15
H -2.264 6.132 3.347 0.40
C -3.429 4.342 3.043 -0.80
C 3.090 -3.754 0.305 -0.50
C 1.492 -2.890 -1.270 -0.39
O 0.557 -0.756 1.363 -0.74
C 4.597 -0.174 -4.931 -0.65
S 0.508 2.642 1.881 -0.42
C 3.813 0.013 -3.804 -0.48
Se -0.604 -0.524 -2.599 -0.44
H -4.385 4.771 3.300 0.40
N -1.063 4.613 2.728 -0.62
H -1.296 -4.565 5.701 0.39
H 4.584 -2.363 0.973 0.36
C -0.967 3.323 2.335 0.63
Br -3.771 -2.981 5.618 -0.22
H 3.461 -4.570 0.915 0.40
C -2.243 5.086 3.054 -0.03
C 0.259 -2.762 3.286 -0.43
H 2.341 -1.742 -6.911 0.38
C -0.537 -0.797 1.976 1.04
H -4.128 2.330 2.613 0.55
H 0.603 -3.018 -1.875 0.32
N -1.809 3.810 -2.206 -0.49
C -1.134 -3.806 4.947 -0.36

65
Properties=species:S:1:pos:R:3:mulliken_charge:R:1 method="wB97M-V/def2-TZVPD" relative_energy_kcal_mol=4.8 multiplicity=8 total_charge=-2 homo_ev="-1.60 / -1.61" s_squared=15.826
C -5.277 -0.228 2.175 -0.61
C 3.782 -3.555 -4.297 -0.75
N -0.495 0.507 -3.919 -0.02
H -1.343 -2.629 0.040 0.07
H 2.742 6.222 1.473 0.32
H -3.504 2.320 3.552 0.41
H 1.509 -2.556 3.630 0.28
H -1.322 5.544 2.758 0.31
H 4.462 -4.095 -4.979 0.21
C -1.379 2.849 2.316 0.16
N -1.984 -0.781 0.659 0.14
C -4.244 -0.894 1.497 0.69
C 3.957 -3.880 -0.659 -1.12
N 1.993 2.869 -3.489 -0.75
C -4.461 -2.099 0.773 -0.66
N -1.865 -1.470 -3.738 -0.70
Cl 0.538 7.666 2.494 -0.30
N 0.760 1.629 -2.167 0.64
C 1.916 5.515 1.635 -0.45
C -0.255 3.718 2.131 0.27
H 3.638 -3.805 1.434 0.24
O 0.923 -0.809 1.601 -0.50
H -0.512 0.432 -4.942 0.30
N 1.721 2.568 -2.206 -0.57
H -6.286 -0.643 2.146 0.28
C -0.384 5.125 2.365 -0.97
C 0.449 1.390 -3.442 0.34
H -3.662 -3.481 -0.717 0.31
H -5.881 1.474 3.356 0.32
C 0.684 6.007 2.141 0.33
C -5.048 0.956 2.867 -0.93
C 2.089 4.172 1.351 -0.58
C 1.041 3.204 1.594 0.18
C 1.984 -1.879 -0.887 -0.25
H 3.000 3.755 0.959 0.39
H 2.716 -1.269 3.566 0.28
C -3.735 1.452 2.944 -0.78
H 2.734 -3.875 -4.497 0.30
O 1.105 -0.961 -1.027 0.34
H 3.885 -2.471 -4.428 0.32
N -1.495 1.574 1.985 0.26
F -1.345 2.294 -0.699 -0.71
C -1.189 -0.426 -3.219 0.30
C 1.803 -1.710 1.666 0.86
C -2.205 -1.942 -0.112 0.46
C 3.347 -3.388 0.485 -0.83
N -2.331 -2.163 -2.679 -0.78
O 1.212 1.992 1.297 -0.48
C -2.923 -0.313 1.464 0.50
N -1.927 -1.515 -1.578 0.81
H 2.194 -2.061 -3.003 0.24
C 3.566 -3.413 -1.921 1.19
H -2.256 3.384 2.686 0.16
H -5.458 -2.576 0.830 0.28
H 3.143 -2.885 2.987 0.34
C -3.514 -2.625 -0.036 -1.01
O 4.190 -3.975 -2.987 -0.49
H 4.725 -4.625 -0.600 0.40
N -1.211 -0.415 -1.855 0.06
Gd -0.130 0.695 -0.058 0.86
C -2.682 0.928 2.179 0.38
N 1.192 2.124 -4.299 -0.58
C 2.575 -2.451 -2.044 -0.50
C 2.401 -2.343 0.431 0.34
C 2.327 -2.159 3.015 -1.53

56
Properties=species:S:1:pos:R:3:mulliken_charge:R:1 method="wB97M-V/def2-TZVPD" total_charge=0 homo_ev=-8.72
H 3.067 5.459 1.781 0.31
C -1.991 -3.823 1.501 -0.34
H -2.229 4.806 1.227 0.43
C -0.136 -0.659 -1.223 0.62
C 1.949 -1.053 0.123 0.90
C 2.172 6.037 1.430 -1.23
H 6.371 -0.717 -0.591 0.31
C -2.865 2.090 -0.961 0.31
H -0.226 -4.688 -2.024 0.30
C -0.669 3.373 0.583 0.41
O -3.815 1.381 -1.714 -0.12
C -3.153 3.282 -0.154 -0.74
H -4.203 3.649 -0.145 0.40
C 1.719 -2.504 -0.090 -1.07
N -4.707 2.226 -2.349 0.08
C 4.343 0.060 0.092 -0.19
C 0.413 4.126 1.395 -0.84
I 2.652 0.583 2.711 0.10
H 4.517 1.125 0.412 0.20
C -0.349 -2.079 -1.426 -0.54
H 2.493 6.821 0.686 0.37
O -1.660 0.086 -2.910 -0.52
C 5.750 -0.669 0.348 -1.04
C -3.962 -3.587 -0.607 -0.38
C 3.188 -0.605 0.946 -1.24
O 2.071 2.065 -0.221 -0.46
H 1.269 -5.132 -1.044 0.44
H -4.737 -3.452 -1.406 0.31
H -1.245 -2.407 -2.014 0.41
H 2.488 -3.181 0.365 0.31
C -1.692 -4.489 0.227 0.54
H 4.176 -0.013 -1.018 0.34
C -1.162 0.325 -1.834 -0.23
H -2.616 -4.798 -1.845 0.36
C 1.080 5.142 0.765 0.25
C 0.978 -0.103 -0.442 0.84
H 5.618 -1.729 0.707 0.26
C 0.295 -4.578 -1.029 -0.95
I 0.572 5.591 -1.305 0.01
H 3.628 -1.547 1.384 0.69
H -1.270 -3.855 2.347 0.37
H -3.420 -2.538 2.691 0.33
H -5.174 -2.295 0.836 0.37
C -2.726 -4.348 -0.825 -0.35
I 0.920 3.730 3.439 0.04
C -0.381 2.162 -0.202 0.55
H 1.676 6.596 2.273 0.35
O -5.427 1.537 -2.980 -0.36
O -0.500 -5.174 0.016 -0.46
C -2.057 3.897 0.593 -0.58
C -4.249 -2.904 0.671 -0.55
H 6.325 -0.143 1.162 0.27
C -3.233 -3.059 1.721 -0.37
C 0.591 -3.058 -0.825 0.10
C 1.031 1.458 -0.282 -0.17
C -1.501 1.582 -0.964 0.83